Formula: C4H9NO2
Source: OMol25
Level of theory: ωB97M-V with the def2-TZVPD basis set

Geometry (Å):
N: -1.446 -0.494 1.240
C: -1.554 0.619 0.334
O: -2.191 1.618 0.572
C: -0.722 0.456 -0.925
C: 0.804 0.627 -0.743
C: 1.586 -0.605 -0.306
O: 1.372 -0.867 1.071
H: -2.315 -0.663 1.745
H: -0.775 -0.126 1.908
H: -0.930 -0.532 -1.357
H: -1.083 1.223 -1.613
H: 1.218 0.956 -1.704
H: 1.010 1.428 -0.022
H: 1.327 -1.457 -0.958
H: 2.662 -0.422 -0.435
H: 1.036 -1.760 1.191

Molecular weight   103.121 g mol⁻¹
Total charge   0
2S+1   1
E_HOMO   -9.663 eV
SMILES   NC(=O)CCCO
Gap between HOMO and LUMO   0.387 Ha
Energy above the lowest of the compared OMol25 structures with the same formula, charge and spin   1.343 eV
F_max   0.68 eV Å⁻¹
Energy   -363.0362 Eh

Here are the Löwdin charges for atoms 1 to 8, given in e: atom 1 (N): 0.093, atom 2 (C): -0.492, atom 3 (O): 0.089, atom 4 (C): -0.120, atom 5 (C): -0.174, atom 6 (C): -0.272, atom 7 (O): -0.084, atom 8 (H): 0.088

---

Formula: C4H9NO2
Source: OMol25
Level of theory: ωB97M-V with the def2-TZVPD basis set

Geometry (Å):
C: 1.972 -0.168 0.161
N: 1.229 -0.265 -0.961
C: 0.147 -1.181 -0.715
C: -0.413 1.204 1.145
C: -0.670 1.645 -0.111
O: -1.806 -0.655 -0.351
O: 2.255 0.807 0.846
H: 2.520 -1.155 0.401
H: -0.094 -1.698 -1.650
H: 0.348 -1.897 0.089
H: -0.772 -0.553 -0.419
H: 0.574 1.246 1.577
H: -1.163 0.630 1.655
H: -1.688 1.556 -0.482
H: 0.140 1.726 -0.840
H: -2.577 -1.241 -0.343

Molecular weight   103.121 g mol⁻¹
Total charge   0
2S+1   1
E_HOMO   -9.023 eV
Gap between HOMO and LUMO   0.256 Ha
Energy above the lowest of the compared OMol25 structures with the same formula, charge and spin   8.795 eV
F_max   12.19 eV Å⁻¹
Energy   -362.7623 Eh

Here are the Löwdin charges for atoms 1 to 8, given in e: atom 1 (C): -0.399, atom 2 (N): 0.106, atom 3 (C): -0.088, atom 4 (C): -0.071, atom 5 (C): -0.064, atom 6 (O): -0.099, atom 7 (O): 0.026, atom 8 (H): 0.153

---

Formula: C4H9NO2
Source: OMol25
Level of theory: ωB97M-V with the def2-TZVPD basis set

Geometry (Å):
C: 2.101 0.444 -0.424
O: 1.184 -0.184 0.466
C: -0.138 0.177 1.247
C: -1.020 -0.228 0.138
C: -1.156 -1.691 -0.139
N: -1.432 0.595 -0.747
O: -1.233 1.922 -0.381
H: 2.866 -0.205 -0.914
H: 1.720 1.004 -1.286
H: 2.680 1.154 0.155
H: -0.183 1.232 1.512
H: -0.289 -0.443 2.166
H: -1.693 -2.206 0.666
H: -0.166 -2.151 -0.222
H: -1.694 -1.824 -1.077
H: -1.547 2.403 -1.157

Molecular weight   103.121 g mol⁻¹
Total charge   0
2S+1   1
E_HOMO   -9.180 eV
SMILES   COC/C(C)=N\O
Gap between HOMO and LUMO   0.371 Ha
Energy above the lowest of the compared OMol25 structures with the same formula, charge and spin   4.631 eV
F_max   2.34 eV Å⁻¹
Energy   -362.9153 Eh

Here are the Löwdin charges for atoms 1 to 8, given in e: atom 1 (C): -0.120, atom 2 (O): -0.223, atom 3 (C): -0.026, atom 4 (C): -0.378, atom 5 (C): -0.033, atom 6 (N): 0.036, atom 7 (O): -0.072, atom 8 (H): 0.092

---

Formula: C4H9NO2
Source: OMol25
Level of theory: ωB97M-V with the def2-TZVPD basis set

Geometry (Å):
C: 2.008 0.117 0.386
C: 0.557 -0.414 0.189
C: 0.544 -0.715 -1.337
O: -0.379 -0.440 -2.064
N: -0.432 0.563 0.594
C: -1.793 -0.051 0.638
O: -2.767 1.021 0.772
H: 2.239 0.529 1.385
H: 2.234 0.846 -0.396
H: 2.805 -0.542 0.016
H: 0.534 -1.332 0.828
H: 1.477 -0.975 -1.872
H: -0.466 1.166 -0.219
H: -1.825 -0.636 1.555
H: -1.936 -0.525 -0.349
H: -2.799 1.389 -0.127

Molecular weight   103.121 g mol⁻¹
Total charge   0
2S+1   1
E_HOMO   -9.322 eV
SMILES   C[C@H](C=O)NCO
Gap between HOMO and LUMO   0.372 Ha
Energy above the lowest of the compared OMol25 structures with the same formula, charge and spin   2.560 eV
F_max   2.24 eV Å⁻¹
Energy   -362.9915 Eh

Here are the Löwdin charges for atoms 1 to 8, given in e: atom 1 (C): -0.077, atom 2 (C): -0.371, atom 3 (C): -0.207, atom 4 (O): 0.042, atom 5 (N): -0.018, atom 6 (C): -0.242, atom 7 (O): -0.063, atom 8 (H): 0.090

---

Formula: C4H9NO2
Source: OMol25
Level of theory: ωB97M-V with the def2-TZVPD basis set

Geometry (Å):
C: -0.292 0.353 -2.156
C: -0.247 -0.326 -0.796
O: 1.005 -0.992 -0.691
C: -0.406 0.656 0.370
N: -0.491 -0.090 1.630
C: 0.787 -0.390 2.192
O: 1.090 -1.471 2.628
H: -1.254 0.854 -2.314
H: -0.160 -0.395 -2.943
H: 0.508 1.094 -2.265
H: -1.061 -1.062 -0.726
H: 0.921 -1.707 -0.046
H: 0.460 1.340 0.351
H: -1.311 1.262 0.248
H: -1.051 0.407 2.322
H: 1.502 0.468 2.196

Molecular weight   103.121 g mol⁻¹
Total charge   0
2S+1   1
E_HOMO   -9.921 eV
SMILES   C[C@@H](O)CNC=O
Gap between HOMO and LUMO   0.397 Ha
Energy above the lowest of the compared OMol25 structures with the same formula, charge and spin   1.576 eV
F_max   0.83 eV Å⁻¹
Energy   -363.0276 Eh

Here are the Löwdin charges for atoms 1 to 8, given in e: atom 1 (C): -0.052, atom 2 (C): -0.444, atom 3 (O): -0.037, atom 4 (C): -0.188, atom 5 (N): -0.014, atom 6 (C): -0.331, atom 7 (O): 0.071, atom 8 (H): 0.081

---

Formula: C4H9NO2
Source: OMol25
Level of theory: ωB97M-V with the def2-TZVPD basis set

Geometry (Å):
C: 1.798 0.781 0.850
C: 0.786 0.856 -0.364
O: 0.482 2.209 -0.509
C: -0.385 -0.011 0.128
N: -0.651 -1.134 -0.546
C: -1.751 -1.930 -0.163
O: 0.136 -1.554 -1.425
H: 1.290 1.410 1.637
H: 2.105 -0.169 1.104
H: 2.683 1.382 0.470
H: 1.046 0.297 -1.338
H: 0.665 2.660 0.428
H: -1.189 0.206 0.868
H: -2.232 -2.411 -1.070
H: -2.550 -1.340 0.381
H: -1.451 -2.697 0.439

Molecular weight   103.121 g mol⁻¹
Total charge   0
2S+1   1
E_HOMO   -8.510 eV
SMILES   C[C@H](O)/C=[N+](/C)[O-]
Gap between HOMO and LUMO   0.342 Ha
Energy above the lowest of the compared OMol25 structures with the same formula, charge and spin   4.599 eV
F_max   4.59 eV Å⁻¹
Energy   -362.9165 Eh

Here are the Löwdin charges for atoms 1 to 8, given in e: atom 1 (C): -0.036, atom 2 (C): -0.409, atom 3 (O): -0.073, atom 4 (C): -0.005, atom 5 (N): -0.357, atom 6 (C): -0.028, atom 7 (O): -0.078, atom 8 (H): 0.091

---

Formula: C4H9NO2
Source: OMol25
Level of theory: ωB97M-V with the def2-TZVPD basis set

Geometry (Å):
O: -1.940 0.422 -2.750
C: -1.236 0.244 -1.779
N: -0.112 0.941 -1.508
C: 0.794 0.696 -0.384
C: 0.124 0.426 0.964
C: -0.180 -1.032 1.302
O: 0.842 -1.944 0.886
H: -1.473 -0.476 -0.988
H: 0.148 1.622 -2.210
H: 1.424 -0.162 -0.611
H: 1.405 1.583 -0.288
H: -0.794 1.003 1.068
H: 0.777 0.878 1.715
H: -0.311 -1.123 2.378
H: -1.097 -1.339 0.807
H: 1.629 -1.739 1.399

Molecular weight   103.121 g mol⁻¹
Total charge   0
2S+1   1
E_HOMO   -9.624 eV
SMILES   O=CNCCCO
Gap between HOMO and LUMO   0.377 Ha
Energy above the lowest of the compared OMol25 structures with the same formula, charge and spin   1.306 eV
F_max   0.65 eV Å⁻¹
Energy   -363.0376 Eh

Here are the Löwdin charges for atoms 1 to 8, given in e: atom 1 (O): 0.014, atom 2 (C): -0.367, atom 3 (N): 0.031, atom 4 (C): -0.180, atom 5 (C): -0.177, atom 6 (C): -0.260, atom 7 (O): -0.072, atom 8 (H): 0.119

---

Formula: C4H9NO2
Source: OMol25
Level of theory: ωB97M-V with the def2-TZVPD basis set

Geometry (Å):
C: 0.077 1.145 -0.607
C: 1.123 0.134 -0.610
C: 2.136 0.130 0.481
C: -0.826 0.082 0.241
N: -2.803 -1.168 -0.135
O: -1.880 -0.233 -0.678
O: -1.027 0.286 1.449
H: -2.343 -2.080 -0.133
H: -2.938 -0.894 0.840
H: 0.246 2.008 0.029
H: -0.383 1.343 -1.569
H: 1.371 -0.320 -1.564
H: 0.088 -0.892 -0.034
H: 2.748 -0.770 0.476
H: 2.783 1.007 0.369
H: 1.628 0.223 1.444

Molecular weight   103.121 g mol⁻¹
Total charge   0
2S+1   1
E_HOMO   -8.932 eV
Gap between HOMO and LUMO   0.320 Ha
Energy above the lowest of the compared OMol25 structures with the same formula, charge and spin   5.966 eV
F_max   5.00 eV Å⁻¹
Energy   -362.8663 Eh

Here are the Löwdin charges for atoms 1 to 8, given in e: atom 1 (C): -0.085, atom 2 (C): -0.143, atom 3 (C): -0.073, atom 4 (C): -0.601, atom 5 (N): 0.040, atom 6 (O): -0.134, atom 7 (O): 0.001, atom 8 (H): 0.082

---

- F_max of number 8 (C4H9NO2)?
  5.00 eV Å⁻¹